(1)
C7H6AuN2O4 | ωB97M-V/def2-TZVPD

The LUMO energy (spin up / spin down) comes out at -12.16 / -15.30 eV. The gap between HOMO and LUMO (spin up / spin down) is 9.63 / 7.74 eV.

ORCA input file:
```
! RIJCOSX wB97M-V def2-TZVPD def2/J DEFGRID3
* xyz 3 3
Au 1.09 -1.58 -0.52
O 0.20 -2.29 2.53
C 0.49 -1.93 1.47
C 1.14 -0.43 -2.29
O 1.24 0.16 -3.26
C -0.82 -2.19 -1.09
O -1.90 -2.44 -1.39
C 2.57 -0.33 0.24
O 3.33 0.42 0.67
H 2.05 -3.19 -0.67
H 2.16 -2.87 -1.37
N -1.70 2.13 1.47
C -1.64 2.70 0.20
C -0.89 1.81 -0.57
N -0.51 0.74 0.22
C -1.00 0.94 1.42
H -2.17 2.50 2.30
H -2.10 3.64 -0.05
H -0.62 1.90 -1.59
H -0.91 0.31 2.29
*
```

Atomic partial charges in e from the Mulliken method, atoms 1 to 6: 0.995, -0.085, 0.224, 0.241, -0.076, 0.272

=====

(2)
C24H20N4O5 | ωB97M-V/def2-TZVPD

The LUMO energy comes out at -0.52 eV. The gap between HOMO and LUMO is 7.55 eV. The SMILES is O=C(Nc1ccc(-c2nc3ccccc3o2)cc1)c1ccc(N2CCOCC2)c([N+](=O)[O-])c1.

ORCA input file:
```
! RIJCOSX wB97M-V def2-TZVPD def2/J DEFGRID3
* xyz 0 1
O 1.99 -0.20 -0.02
C 0.86 -0.64 -0.12
N -0.28 0.09 0.11
C -0.40 1.43 0.46
C 0.68 2.29 0.56
C 0.48 3.61 0.90
C -0.80 4.10 1.15
C -1.03 5.48 1.50
N -2.18 6.02 1.75
C -1.91 7.34 2.03
C -2.74 8.40 2.37
C -2.14 9.62 2.60
C -0.76 9.79 2.51
C 0.09 8.74 2.18
C -0.51 7.52 1.94
O 0.04 6.33 1.60
C -1.89 3.23 1.05
C -1.69 1.91 0.71
C 0.60 -2.05 -0.51
C -0.52 -2.47 -1.24
C -0.67 -3.78 -1.63
C 0.29 -4.76 -1.31
N 0.20 -6.02 -1.83
C 1.34 -6.82 -2.20
C 1.21 -7.22 -3.68
O -0.01 -7.86 -3.96
C -1.10 -7.03 -3.62
C -1.05 -6.67 -2.14
C 1.37 -4.35 -0.49
N 2.23 -5.28 0.16
O 1.79 -6.39 0.41
O 3.34 -4.91 0.48
C 1.54 -3.01 -0.16
H -1.15 -0.42 0.08
H 1.68 1.92 0.37
H 1.32 4.28 0.98
H -3.81 8.26 2.44
H -2.75 10.47 2.87
H -0.34 10.76 2.70
H 1.15 8.87 2.11
H -2.88 3.61 1.24
H -2.54 1.24 0.63
H -1.26 -1.75 -1.56
H -1.51 -4.04 -2.25
H 1.40 -7.71 -1.56
H 2.27 -6.25 -2.09
H 1.30 -6.31 -4.30
H 1.99 -7.92 -3.95
H -1.08 -6.12 -4.23
H -2.00 -7.60 -3.85
H -1.09 -7.60 -1.55
H -1.90 -6.05 -1.85
H 2.40 -2.72 0.43
*
```

Atomic partial charges in e from the Mulliken method, atoms 1 to 6: -0.654, 0.508, -0.162, 1.145, -0.773, -0.665

=====

(3)
C14H48AsF6N2O12 | ωB97M-V/def2-TZVPD

The LUMO energy comes out at 2.07 eV. The gap between HOMO and LUMO is 9.87 eV. The relative energy (zero: lowest compared OMol25 entry of this formula, charge and spin) is 0.000 eV.

ORCA input file:
```
! RIJCOSX wB97M-V def2-TZVPD def2/J DEFGRID3
* xyz -1 1
As -0.40 -1.31 -1.32
F 0.19 -2.84 -2.00
F 1.27 -0.89 -0.87
F -1.02 0.28 -0.69
F -2.15 -1.79 -1.74
F -0.60 -1.94 0.25
F -0.19 -0.47 -2.91
C 6.95 8.84 3.43
C 6.46 7.82 4.47
C 6.10 6.41 3.88
O 5.25 6.56 2.78
C 4.55 5.47 2.32
N 7.45 7.66 5.47
H 6.90 9.89 3.73
H 6.37 8.92 2.50
H 7.89 8.56 2.96
H 5.71 8.27 5.11
H 5.60 5.80 4.63
H 7.06 6.01 3.55
H 4.05 4.78 2.99
H 5.17 4.90 1.61
H 3.77 5.89 1.69
H 7.00 6.98 6.06
H 8.10 7.01 5.04
C -6.44 -7.18 -1.09
C -5.60 -8.32 -1.51
C -4.45 -7.95 -2.42
O -4.97 -7.70 -3.70
C -3.94 -7.37 -4.64
N -5.19 -9.04 -0.28
H -7.40 -7.56 -0.76
H -6.68 -6.66 -2.02
H -5.91 -6.69 -0.27
H -6.20 -9.00 -2.13
H -3.82 -8.84 -2.46
H -3.84 -7.11 -2.10
H -3.45 -6.40 -4.55
H -4.49 -7.60 -5.55
H -3.17 -8.14 -4.58
H -5.99 -9.40 0.21
H -4.57 -9.76 -0.61
C 6.29 -2.86 -3.76
C 7.56 -2.22 -3.17
O 8.60 -3.11 -2.72
O 6.48 -3.53 -5.03
H 5.62 -2.03 -3.99
H 5.79 -3.54 -3.08
H 7.26 -1.64 -2.30
H 7.96 -1.68 -4.03
H 9.32 -2.57 -2.37
H 7.17 -4.12 -4.72
C -1.40 -0.76 7.03
C -1.70 -0.87 8.52
O -2.94 -0.34 9.00
O -2.31 -1.43 6.24
H -0.38 -1.05 6.80
H -1.53 0.29 6.74
H -0.84 -0.38 8.98
H -1.51 -1.89 8.84
H -3.05 -0.67 9.89
H -1.87 -1.61 5.40
C -5.89 7.05 -1.88
C -4.36 7.05 -1.53
O -3.92 7.99 -0.61
O -6.48 6.46 -0.73
H -6.23 6.42 -2.70
H -6.20 8.05 -2.16
H -3.84 7.18 -2.48
H -3.86 6.11 -1.24
H -4.14 7.60 0.23
H -6.56 5.52 -0.91
O 2.86 -7.01 -5.05
H 2.41 -6.33 -4.56
H 3.51 -6.54 -5.58
O -7.48 -1.22 -4.07
H -6.62 -1.63 -4.02
H -8.00 -1.81 -4.62
O 4.61 3.49 -4.26
H 4.36 3.23 -3.37
H 4.34 4.40 -4.33
O -6.33 1.48 -0.67
H -6.67 1.07 -1.46
H -5.39 1.36 -0.72
*
```

Atomic partial charges in e from the Mulliken method, atoms 1 to 6: 2.011, -0.503, -0.503, -0.521, -0.557, -0.435

=====

no.,maximum force (eV Å⁻¹)
1,6.57
2,1.35
3,2.93